No. 1
{
  "formula": "C34H39BrCoN4O2P2",
  "method": "wB97M-V/def2-TZVPD",
  "orbital_gap_ev": [6.58, 6.33],
  "spin_multiplicity": 4,
  "total_energy_ev": -172182.4508,
  "total_charge": 0,
  "e_above_lowest_kcal_mol": 119.4,
  "lumo_energy_ev": [-0.7, -1.0],
  "largest_force_ha_per_bohr": 0.0716,
  "e_homo_ev": [-7.28, -7.37],
  "symbols": ["Co", "C", "C", "C", "C", "C", "C", "C", "C", "C", "H", "H", "H", "H", "H", "H", "H", "H", "H", "H", "H", "H", "H", "H", "H", "P", "P", "N", "N", "N", "N", "C", "C", "C", "C", "C", "C", "C", "C", "C", "C", "C", "C", "C", "C", "C", "C", "C", "C", "H", "H", "H", "H", "H", "H", "H", "H", "H", "H", "H", "H", "H", "H", "H", "H", "H", "H", "H", "H", "Br", "C", "C", "C", "C", "C", "C", "C", "O", "O", "H", "H", "H", "H"],
  "coordinates": [[0.36, -1.62, -0.83], [1.88, -0.96, -3.96], [1.39, 0.28, -3.67], [0.35, 0.92, -4.61], [-0.93, 0.13, -4.92], [-1.34, -0.79, -3.78], [-0.68, -1.93, -3.47], [0.17, -2.63, -4.49], [1.36, -1.81, -5.06], [-1.06, -1.59, 1.89], [2.76, -1.37, -3.50], [2.05, 0.99, -3.15], [1.00, 1.04, -5.52], [0.07, 1.93, -4.24], [-1.73, 0.87, -5.09], [-0.83, -0.43, -5.89], [-2.36, -0.61, -3.43], [-1.00, -2.51, -2.61], [-0.54, -2.91, -5.32], [0.60, -3.54, -4.02], [2.16, -2.53, -5.32], [1.12, -1.18, -5.94], [-0.01, -1.83, 2.28], [-1.76, -2.48, 2.15], [-1.27, -0.72, 2.56], [-1.75, -0.21, -0.14], [0.73, 1.27, 0.44], [-2.69, -1.74, -0.66], [-3.13, 0.60, 0.76], [2.17, 0.37, -0.25], [1.83, 2.70, 0.81], [-1.39, 0.99, -1.56], [-0.20, 1.93, -1.18], [-2.14, -3.02, -0.43], [-3.01, -3.97, -0.94], [-4.07, -3.27, -1.62], [-3.86, -1.91, -1.38], [-3.80, 0.07, 1.86], [-4.87, 0.91, 2.18], [-4.87, 1.97, 1.23], [-3.80, 1.76, 0.38], [2.04, -1.11, 0.03], [3.16, -1.75, -0.72], [3.75, -0.76, -1.50], [3.15, 0.50, -1.20], [2.98, 3.34, 0.31], [3.43, 4.32, 1.23], [2.49, 4.32, 2.32], [1.54, 3.31, 2.05], [-2.29, 1.56, -1.88], [-1.05, 0.41, -2.48], [0.51, 2.01, -2.03], [-0.65, 2.93, -0.94], [-1.24, -3.06, 0.15], [-2.84, -5.03, -0.82], [-4.83, -3.78, -2.22], [-4.46, -1.07, -1.68], [-3.40, -0.82, 2.31], [-5.57, 0.70, 2.95], [-5.63, 2.72, 1.15], [-3.47, 2.34, -0.47], [1.76, -1.37, 1.09], [3.40, -2.79, -0.57], [4.51, -0.94, -2.30], [3.36, 1.42, -1.73], [3.44, 3.05, -0.64], [4.31, 4.94, 1.15], [2.49, 4.96, 3.19], [0.76, 2.90, 2.67], [2.96, -1.68, 3.96], [2.21, -0.63, 5.27], [2.64, -0.77, 6.62], [2.07, -0.02, 7.66], [1.11, 0.93, 7.37], [0.67, 1.09, 6.06], [1.18, 0.31, 5.02], [0.82, 0.73, 3.57], [-0.32, 1.31, 3.41], [1.66, 0.58, 2.58], [3.44, -1.46, 6.84], [2.42, -0.18, 8.70], [0.68, 1.54, 8.14], [-0.09, 1.84, 5.81]],
  "mulliken_charge": [0.26, -0.47, 0.60, -1.12, -0.94, 0.36, -0.91, -1.19, -0.92, -1.20, 0.16, 0.40, 0.54, 0.31, 0.41, 0.31, 0.67, 0.86, 0.35, 0.28, 0.49, 0.29, 0.19, 0.33, 0.29, 0.45, 0.55, 1.11, 0.84, 0.52, 0.50, 1.40, -1.20, -0.63, -0.87, -0.86, -0.47, -0.54, -0.85, -0.70, -0.57, 0.35, -0.56, -1.24, -0.32, -0.29, -0.68, -0.99, -0.52, 1.13, -2.74, 0.63, 0.28, 0.52, 0.44, 0.41, 0.58, 0.39, 0.50, 0.45, 0.40, -0.27, 0.55, 0.47, 0.67, 0.27, 0.44, 0.43, 0.71, -0.09, 0.00, -0.45, -0.56, -0.53, -0.59, 0.39, 0.87, -0.77, -0.79, 0.39, 0.33, 0.40, 0.37]
}

=====

No. 2
{
  "formula": "C34H39CaCl3FN5O3S",
  "method": "wB97M-V/def2-TZVPD",
  "orbital_gap_ev": [7.13, 6.24],
  "total_energy_ev": -119045.5383,
  "total_charge": 0,
  "e_above_lowest_kcal_mol": 12.1,
  "lumo_energy_ev": [-0.4, -0.8],
  "largest_force_ha_per_bohr": 0.0087,
  "e_homo_ev": [-7.58, -7.05],
  "symbols": ["Ca", "C", "C", "C", "C", "C", "C", "C", "N", "N", "C", "C", "C", "C", "C", "C", "N", "C", "C", "C", "C", "C", "C", "N", "H", "H", "H", "H", "H", "H", "H", "H", "H", "H", "H", "H", "H", "H", "H", "H", "H", "H", "H", "H", "C", "C", "C", "O", "C", "O", "O", "H", "H", "H", "H", "H", "H", "H", "Cl", "C", "Cl", "Cl", "C", "N", "F", "C", "C", "C", "C", "C", "C", "C", "H", "H", "H", "H", "H", "H", "C", "S", "C", "H", "H", "H", "H", "H", "H"],
  "coordinates": [[-0.54, 0.06, 0.26], [0.20, 3.21, -1.17], [0.40, 3.86, 0.19], [1.10, 3.03, 1.24], [1.37, 3.62, 2.47], [2.08, 2.90, 3.42], [2.52, 1.63, 3.10], [2.20, 1.12, 1.86], [1.48, 1.79, 0.94], [-0.88, 2.22, -1.25], [-2.18, 2.81, -0.89], [-2.51, 2.75, 0.58], [-3.41, 3.66, 1.13], [-3.72, 3.56, 2.48], [-3.11, 2.58, 3.24], [-2.22, 1.72, 2.63], [-1.95, 1.80, 1.32], [-0.92, 1.75, -2.64], [-1.82, 0.55, -2.85], [-2.07, 0.12, -4.14], [-2.88, -0.99, -4.33], [-3.42, -1.62, -3.22], [-3.11, -1.12, -1.97], [-2.31, -0.06, -1.77], [1.13, 2.72, -1.47], [0.00, 4.01, -1.90], [-0.53, 4.26, 0.58], [1.03, 4.75, 0.02], [1.03, 4.62, 2.68], [2.29, 3.33, 4.39], [3.07, 1.02, 3.80], [2.49, 0.12, 1.57], [-2.96, 2.27, -1.42], [-2.22, 3.85, -1.22], [-3.85, 4.42, 0.51], [-4.42, 4.25, 2.93], [-3.31, 2.48, 4.30], [-1.69, 0.94, 3.16], [0.10, 1.49, -2.93], [-1.25, 2.56, -3.31], [-1.64, 0.64, -4.99], [-3.09, -1.36, -5.32], [-4.03, -2.51, -3.30], [-3.49, -1.60, -1.08], [2.81, -2.46, 3.45], [1.60, -2.33, 2.55], [0.83, -3.64, 2.43], [2.04, -1.91, 1.25], [0.60, -1.26, 3.10], [0.57, -1.00, 4.30], [-0.15, -0.75, 2.20], [3.42, -3.31, 3.13], [2.51, -2.60, 4.48], [3.42, -1.56, 3.39], [1.49, -4.42, 2.03], [-0.02, -3.52, 1.77], [0.48, -3.97, 3.41], [1.74, -2.55, 0.60], [0.37, -5.66, -1.55], [-0.30, -4.26, -2.26], [-0.05, -4.01, -3.94], [-2.80, -4.67, -2.14], [-0.32, -3.11, -1.47], [-0.39, -2.16, -0.82], [6.83, 0.27, -4.69], [5.66, 0.11, -4.04], [5.60, 0.45, -2.69], [4.40, 0.29, -2.03], [3.25, -0.20, -2.69], [2.04, -0.36, -2.00], [3.37, -0.54, -4.06], [4.57, -0.38, -4.73], [6.48, 0.83, -2.20], [4.33, 0.55, -0.98], [1.16, -0.75, -2.50], [2.02, -0.14, -0.94], [2.51, -0.93, -4.59], [4.67, -0.64, -5.78], [-3.15, -3.33, 1.18], [-3.27, -1.57, 1.54], [-3.01, -1.66, 3.32], [-2.23, -3.74, 1.59], [-3.13, -3.48, 0.10], [-4.01, -3.86, 1.59], [-3.73, -2.34, 3.77], [-3.17, -0.67, 3.75], [-1.99, -1.96, 3.56]],
  "mulliken_charge": [2.55, -1.57, -1.12, 0.88, -0.96, -0.63, -1.06, -0.14, 0.29, 1.35, -1.47, 0.15, -1.19, -0.50, -1.20, -0.89, 1.07, -1.65, 0.96, -1.20, -0.68, -0.65, -0.41, 0.69, 0.42, 0.57, 0.29, 0.69, 0.48, 0.41, 0.42, 0.62, 0.68, 0.39, 0.51, 0.42, 0.53, 0.83, 0.59, 0.47, 0.52, 0.41, 0.51, 0.05, -1.73, 1.95, -1.51, -0.55, -0.66, -0.72, -0.18, 0.41, 0.32, 0.30, 0.44, 0.07, 0.41, 0.23, -0.14, 0.08, -0.14, -0.50, 0.08, -0.89, -0.33, 0.37, -0.65, -0.34, 0.80, -0.81, -0.51, -0.58, 0.45, 0.44, 0.37, -0.03, 0.42, 0.43, -0.42, 0.21, -0.67, 0.04, -0.07, 0.43, 0.54, 0.26, 0.00]
}